Record 1
{"formula": "C6H14N4", "method": "ωB97M-V with the def2-TZVPD basis set", "max_force_ev_per_a": 3.75, "total_energy_ha": -455.296738, "lumo_energy_ev": -8.01, "total_charge": 2, "relative_energy_kj_mol": 451.9, "species": ["C", "C", "C", "C", "C", "C", "N", "N", "N", "N", "H", "H", "H", "H", "H", "H", "H", "H", "H", "H", "H", "H", "H", "H"], "positions_angstrom": [[-2.975341, -0.103273, 0.598232], [-4.291954, -0.611638, 0.665246], [-2.309898, 0.365148, -0.467609], [3.703691, -0.731962, -0.550618], [2.293540, 1.654135, -0.125576], [2.401848, 0.048931, -0.500449], [-1.784072, 0.801879, -1.428508], [1.742395, -0.909772, 1.449868], [-5.163047, -0.508002, -0.327309], [1.484615, -0.175470, 0.496863], [-2.331962, 0.198554, 1.462947], [-4.519423, -0.982404, 1.724032], [3.544701, -1.798986, -0.671850], [4.369852, -0.459321, -1.404560], [4.204069, -0.738281, 0.403546], [2.696795, 2.352029, -0.926473], [2.938099, 1.693170, 0.710280], [1.311444, 1.943861, 0.084632], [1.807117, -0.058993, -1.410104], [-1.794665, 1.416461, -2.230883], [2.539556, -1.338919, 1.778264], [1.062374, -1.010156, 2.173529], [-4.843113, -0.274634, -1.238921], [-6.086624, -0.772353, -0.264577]], "forces_ev_per_a": [[1.142, 0.141, 1.285], [0.504, 0.729, 1.045], [-0.357, 1.377, -2.872], [0.118, 0.048, -0.319], [2.830, 0.011, -2.467], [0.078, 1.454, -1.162], [-0.539, -1.152, 1.054], [-2.073, 0.938, 0.963], [2.794, -0.260, 1.338], [-1.328, -2.249, 0.225], [-1.223, -0.938, -0.051], [-0.550, 0.507, -1.925], [-0.646, -0.249, -0.402], [-0.534, 0.205, 0.971], [0.729, 0.736, 0.280], [-0.312, -1.277, 0.703], [0.517, 0.727, 1.117], [-1.353, 0.342, 0.390], [0.039, 0.159, -0.198], [0.170, 0.151, 0.309], [3.377, -1.200, -0.386], [-1.213, 0.304, 0.346], [0.166, 0.415, -0.683], [-2.337, -0.920, 0.437]], "lowdin_charge": [-0.0823, -0.0478, -0.1048, -0.0164, 0.0376, -0.3403, 0.3025, 0.2489, 0.2172, 0.0510, 0.1420, 0.1826, 0.0928, 0.1238, 0.0780, 0.1328, 0.0745, 0.0544, 0.1643, 0.1453, 0.1368, 0.1617, 0.1314, 0.1143]}

***

Record 2
{"formula": "C24H43AlClP2", "method": "ωB97M-V with the def2-TZVPD basis set", "max_force_ev_per_a": 3.36, "total_energy_ha": -2325.313562, "lumo_energy_ev": -3.91, "total_charge": 1, "relative_energy_kj_mol": 0.0, "species": ["Al", "C", "C", "C", "C", "C", "C", "H", "H", "H", "C", "H", "H", "H", "C", "H", "H", "H", "C", "H", "H", "H", "C", "H", "H", "H", "C", "C", "C", "C", "C", "C", "C", "C", "H", "H", "H", "H", "H", "H", "H", "H", "H", "H", "H", "H", "P", "C", "C", "P", "C", "C", "C", "H", "H", "H", "H", "H", "H", "H", "H", "H", "H", "H", "H", "H", "H", "Cl", "C", "H", "H"], "positions_angstrom": [[-0.057272, -0.993472, 2.068637], [-1.642366, 1.178806, 3.593869], [-2.605918, 1.051149, 2.555165], [-1.844354, -1.089844, 3.055581], [-1.141923, -0.119865, 3.929340], [-2.789415, -0.299696, 2.257969], [-1.431815, 2.435222, 4.353263], [-1.316528, 3.295777, 3.665993], [-0.552364, 2.385732, 5.005800], [-2.312532, 2.653527, 4.987273], [-0.583372, -0.443811, 5.265537], [0.324298, 0.143284, 5.479824], [-0.316764, -1.503945, 5.357546], [-1.327584, -0.215800, 6.054286], [-2.182017, -2.475429, 3.510453], [-3.075649, -2.479466, 4.159570], [-1.345483, -2.907488, 4.069874], [-2.381271, -3.123514, 2.644526], [-3.950268, -0.831402, 1.504709], [-4.895688, -0.680360, 2.058649], [-3.856807, -1.900912, 1.295572], [-4.059951, -0.303875, 0.542549], [-3.423486, 2.154083, 1.983078], [-4.431200, 2.134585, 2.418362], [-3.523094, 2.039792, 0.896368], [-2.978701, 3.129944, 2.196997], [1.764154, -0.020477, 1.562880], [0.842398, 1.008204, 1.805001], [0.275669, 1.956405, 0.785673], [-0.230684, 1.373480, -0.565374], [-0.910960, 0.069471, -0.526626], [-0.328239, -1.111384, -0.039910], [1.132978, -1.419930, -0.445340], [2.173724, -0.472231, 0.179392], [1.021982, 2.744429, 0.577808], [0.614864, 1.398060, -1.286022], [-0.555540, 2.504107, 1.255651], [2.398498, 0.360171, -0.503669], [2.493130, -0.247173, 2.354885], [0.882606, 1.453647, 2.806515], [3.123963, -1.023157, 0.279579], [1.380836, -2.441999, -0.134614], [-0.994381, -1.990795, -0.098146], [1.214361, -1.367385, -1.538797], [-0.965015, 2.084817, -0.974484], [-1.900179, -0.008335, -0.989560], [2.237643, 0.985702, -3.087199], [4.080826, 0.972444, -2.917821], [2.121359, 2.495075, -4.156968], [0.487472, -0.959773, -4.730749], [2.186125, -0.257792, -4.470626], [0.019797, 0.058671, -6.215955], [1.038664, -2.415912, -5.742772], [4.410293, -0.012943, -2.560793], [4.384221, 1.741326, -2.194627], [4.531454, 1.178824, -3.897748], [2.930313, 2.472811, -4.904031], [2.236677, 3.381031, -3.514832], [1.146154, 2.535258, -4.662898], [1.603465, -2.063151, -6.615122], [0.148455, -2.963841, -6.079129], [1.663719, -3.076557, -5.129721], [2.885571, -1.073323, -4.225455], [2.521443, 0.226612, -5.404406], [-0.919943, -0.354266, -6.611733], [0.801511, -0.025029, -6.984952], [-0.135622, 1.109249, -5.939683], [1.658618, -2.509213, 3.893959], [0.737094, -2.801622, 2.425888], [1.457598, -3.116427, 1.660569], [0.034455, -3.610098, 2.651172]], "forces_ev_per_a": [[-1.910, -1.694, 0.904], [-0.165, -1.482, -0.214], [0.368, -0.701, 0.307], [-1.251, 1.340, -0.322], [-1.248, 1.160, -0.691], [0.928, -0.076, 1.293], [0.326, 0.622, -0.029], [0.020, -0.236, 0.402], [-0.176, 0.067, -0.103], [0.378, -0.101, -0.229], [0.530, -0.179, 0.735], [-0.249, -0.215, 0.095], [-0.066, 0.405, 0.048], [0.312, -0.060, -0.337], [-0.026, -0.522, 0.031], [0.334, 0.025, -0.214], [-0.326, -0.063, -0.019], [-0.013, 0.008, 0.330], [-0.135, -0.118, -0.803], [0.424, -0.035, -0.141], [-0.051, 0.125, 0.009], [-0.143, -0.211, 0.183], [-0.081, 0.144, -0.115], [0.109, 0.139, -0.162], [-0.095, 0.141, 0.147], [-0.158, -0.052, -0.093], [0.756, 2.895, -0.296], [3.338, 0.313, -0.137], [-1.282, -0.187, -0.072], [-0.148, 1.246, -0.508], [0.911, -1.866, 0.670], [-0.999, 0.489, -2.205], [0.258, -0.020, 0.283], [0.332, -0.526, 0.201], [0.067, -0.518, 0.137], [-0.453, -0.535, 0.245], [0.158, -0.297, -0.062], [-0.357, 0.016, 0.407], [-0.876, -0.279, 0.137], [-0.236, -0.522, -0.247], [-0.347, 0.173, -0.004], [-0.301, 0.298, -0.264], [0.294, 0.377, -0.049], [-0.145, -0.047, 0.235], [0.366, -0.014, 0.158], [-0.059, 0.216, 0.769], [0.945, 0.021, -1.370], [-0.129, 0.144, 0.296], [-0.084, 0.131, 0.363], [0.510, -0.142, -0.925], [-0.184, 0.072, 0.247], [-0.319, -0.062, 0.309], [-0.312, -0.075, 0.288], [-0.011, 0.284, -0.042], [0.118, -0.199, -0.199], [0.016, -0.077, 0.305], [-0.333, 0.077, 0.203], [-0.078, -0.119, -0.347], [0.303, 0.079, 0.183], [-0.062, -0.184, 0.207], [0.309, 0.016, 0.018], [-0.175, 0.039, -0.205], [-0.278, 0.187, -0.041], [0.091, -0.250, 0.330], [0.241, 0.267, 0.027], [-0.237, 0.130, 0.219], [-0.040, -0.249, -0.178], [0.800, 0.041, 0.997], [0.123, 0.211, -1.135], [-0.270, -0.237, 0.385], [0.143, 0.254, -0.345]], "lowdin_charge": [0.3700, -0.2348, -0.2347, -0.3419, -0.2781, -0.2257, -0.0320, 0.0807, 0.0820, 0.1083, -0.0606, 0.0872, 0.0394, 0.1089, -0.0449, 0.1114, 0.0629, 0.0887, -0.0279, 0.1066, 0.0800, 0.0774, -0.0315, 0.0987, 0.0793, 0.0731, -0.1189, -0.0772, -0.1039, -0.1646, 0.0350, -0.1657, -0.1538, -0.1528, 0.1498, 0.0306, 0.1091, 0.0643, 0.1332, 0.1392, 0.1357, 0.1006, 0.1400, 0.0891, 0.1279, 0.1390, 0.8239, -0.2999, -0.2888, 0.7808, -0.6107, -0.3193, -0.3233, 0.0376, 0.0401, 0.0449, 0.0456, 0.0392, 0.0259, 0.0413, 0.0376, 0.0328, 0.0467, 0.0520, 0.0396, 0.0418, 0.0189, 0.6125, -0.5715, 0.0211, 0.0318]}

***

Record 3
{"formula": "C14H56F2NO18S2", "method": "ωB97M-V with the def2-TZVPD basis set", "max_force_ev_per_a": 7.67, "total_energy_ha": -2972.002844, "lumo_energy_ev": 2.31, "total_charge": -1, "relative_energy_kj_mol": 93.3, "species": ["N", "S", "O", "O", "F", "S", "O", "O", "F", "C", "O", "H", "H", "H", "H", "C", "O", "H", "H", "H", "H", "C", "O", "H", "H", "H", "H", "C", "O", "H", "H", "H", "H", "C", "O", "H", "H", "H", "H", "C", "O", "H", "H", "H", "H", "C", "O", "H", "H", "H", "H", "C", "O", "H", "H", "H", "H", "C", "O", "H", "H", "H", "H", "C", "O", "H", "H", "H", "H", "C", "O", "H", "H", "H", "H", "C", "O", "H", "H", "H", "H", "C", "O", "H", "H", "H", "H", "C", "O", "H", "H", "H", "H"], "positions_angstrom": [[0.561400, 1.001022, -0.133265], [1.135878, 0.410561, -1.436181], [0.598241, 0.883158, -2.683199], [1.694452, -0.922629, -1.414819], [2.497800, 1.263281, -1.346812], [-0.835056, 0.027179, -0.070526], [-0.699823, -1.304523, 0.455390], [-1.836641, 0.261264, -1.051870], [-1.443671, 0.751437, 1.226969], [-1.768538, 3.600660, -0.369926], [-0.697517, 3.290974, -1.207709], [-2.451601, 2.800996, -0.056703], [-1.461598, 3.999614, 0.604498], [-2.472694, 4.319839, -0.793240], [-0.186271, 2.584598, -0.760818], [3.532978, -0.371962, 1.631635], [2.126948, -0.364471, 1.805342], [3.928802, -1.266158, 2.115105], [3.781569, -0.470884, 0.574189], [4.075055, 0.459317, 2.088923], [1.741546, 0.230926, 1.140518], [-5.328148, -0.289909, 0.617562], [-5.717554, -0.485316, 1.968007], [-5.904719, 0.555427, 0.241847], [-4.256295, -0.099637, 0.545445], [-5.639472, -1.149108, 0.016820], [-5.124662, -1.114674, 2.397521], [-3.384047, 0.287737, 4.598871], [-2.902247, 1.118817, 5.621591], [-3.577064, -0.746158, 4.894225], [-4.383336, 0.547653, 4.233279], [-2.725812, 0.198697, 3.732001], [-2.924859, 2.029144, 5.319102], [2.232563, -3.701653, 0.497784], [3.111821, -2.975782, -0.348278], [1.696510, -4.470692, -0.071910], [2.734160, -4.174246, 1.339090], [1.421857, -3.027399, 0.787047], [2.598907, -2.240169, -0.718277], [5.234069, 2.737639, 0.286731], [6.317905, 2.252260, 1.085706], [4.326355, 2.141617, 0.370139], [5.044764, 3.768516, 0.584843], [5.520093, 2.827684, -0.765726], [6.626733, 1.476088, 0.607881], [-4.305765, 1.890026, -2.549116], [-5.714450, 1.770145, -2.637100], [-3.851799, 1.217153, -3.273844], [-3.903398, 2.884818, -2.764679], [-3.941112, 1.640855, -1.550754], [-6.100548, 2.321147, -1.951588], [5.060567, -0.600843, -2.737385], [4.205544, -0.598163, -3.855543], [4.831327, -1.495012, -2.150974], [6.119576, -0.661026, -3.000482], [4.800944, 0.192788, -2.029430], [4.273124, 0.280091, -4.257692], [-0.190867, -0.516246, 4.232369], [1.213559, -0.285695, 4.317678], [-0.424150, -1.539434, 3.919530], [-0.684397, -0.318989, 5.181825], [-0.555413, 0.163805, 3.459867], [1.506984, -0.324803, 3.382427], [-1.908473, -1.255643, -4.171653], [-1.537035, -2.563595, -3.773675], [-2.251103, -1.169333, -5.208663], [-2.777994, -0.919515, -3.607677], [-1.084801, -0.557065, -4.020859], [-0.666483, -2.749056, -4.135390], [3.195675, 2.746413, -4.159893], [4.293758, 2.042853, -4.787770], [2.941850, 3.652046, -4.709581], [2.367271, 2.042556, -4.205517], [3.399789, 2.941497, -3.107745], [5.051861, 2.632439, -4.740740], [0.745406, 3.020744, 2.556855], [1.573473, 2.942429, 1.389222], [0.876578, 3.994474, 3.025310], [-0.304765, 2.875457, 2.300172], [1.036460, 2.246142, 3.270021], [1.206908, 2.263012, 0.788586], [-3.072087, -2.872918, 1.973386], [-4.093913, -2.757587, 2.954200], [-2.667043, -3.885450, 1.915596], [-3.474351, -2.635553, 0.990267], [-2.269972, -2.176587, 2.221328], [-3.845817, -3.141266, 3.796846], [-1.183252, -4.574044, -1.076207], [-0.907176, -5.953980, -0.841143], [-0.815538, -4.330968, -2.071719], [-2.250288, -4.359971, -1.044993], [-0.715358, -3.992133, -0.280320], [-0.022089, -6.176748, -1.132156]], "forces_ev_per_a": [[-3.642, -2.602, 0.478], [5.667, 0.249, -5.159], [-0.470, -0.638, 1.197], [-1.625, 0.745, 0.385], [-0.145, 0.176, 0.283], [-2.638, -0.436, 3.911], [1.043, 0.906, -1.061], [0.881, 0.252, -0.541], [0.451, 0.403, -0.426], [-1.036, 0.393, 1.299], [-0.111, -0.336, 0.141], [0.368, -0.683, -0.509], [0.337, 0.333, -0.118], [0.524, 0.242, -0.480], [-0.406, 0.762, -0.555], [0.583, -0.662, 0.062], [0.105, 0.313, -0.281], [-0.191, -0.105, -0.018], [0.076, 0.166, -0.031], [-0.393, 0.359, -0.096], [0.139, -0.260, 0.478], [-0.439, -0.235, 0.360], [-0.105, 0.294, 0.228], [0.215, 0.141, 0.010], [-0.004, 0.021, -0.295], [0.345, -0.066, -0.169], [-0.012, -0.205, -0.103], [-0.987, -0.723, -1.103], [0.049, -0.257, 0.385], [0.559, 0.119, 0.828], [0.098, 0.586, -0.048], [0.140, 0.310, 0.024], [0.007, -0.025, -0.111], [-0.974, 0.455, -0.956], [0.326, -0.311, 0.256], [0.288, -0.340, -0.024], [0.163, 0.274, 0.034], [0.164, -0.047, 0.720], [0.228, -0.275, 0.093], [0.256, 0.726, -0.139], [-0.322, -0.190, -0.537], [0.009, 0.017, 0.125], [-0.226, -0.152, 0.317], [0.041, -0.311, -0.092], [0.192, -0.091, 0.309], [0.597, 0.036, 0.266], [-0.091, 0.177, -0.148], [-0.139, -0.131, 0.091], [-0.361, 0.177, -0.151], [0.005, -0.249, -0.055], [-0.026, -0.010, -0.010], [-0.690, -0.776, 0.695], [0.131, 0.061, -0.152], [0.068, -0.205, -0.215], [0.075, 0.392, 0.019], [0.444, 0.436, -0.216], [-0.041, -0.025, -0.083], [0.604, 0.288, -0.413], [-0.431, -0.347, 0.140], [0.020, -0.110, 0.011], [0.155, 0.144, 0.025], [-0.555, -0.033, 0.139], [0.310, 0.045, 0.417], [-0.128, 0.557, -0.211], [-0.272, -0.088, -0.109], [0.291, -0.389, -0.230], [0.225, -0.224, 0.459], [-0.113, 0.132, 0.092], [0.020, 0.060, 0.014], [-0.019, -0.857, -0.217], [-0.103, 0.717, 0.185], [0.042, 0.063, 0.063], [-0.141, 0.198, 0.057], [0.049, 0.175, -0.034], [0.137, -0.179, -0.076], [0.369, -0.517, -0.400], [-0.171, 0.212, 0.122], [0.035, 0.064, -0.127], [-0.109, 0.104, 0.051], [-0.051, -0.008, 0.137], [0.314, 0.736, 0.770], [0.615, -0.087, 0.354], [-0.844, 0.137, -0.217], [0.001, -0.024, 0.063], [-0.187, 0.154, 0.148], [0.135, -0.054, -0.278], [0.321, -0.053, -0.103], [0.695, -0.206, -0.008], [-0.792, -0.539, 0.300], [-0.038, 0.558, 0.154], [-0.068, -0.451, -0.034], [0.104, 0.361, -0.308], [0.082, 0.290, -0.054]], "lowdin_charge": [-0.3107, 0.4858, -0.2370, -0.2481, -0.1813, 0.5674, -0.2480, -0.2314, -0.1878, -0.1999, -0.1057, 0.0554, 0.0696, 0.0767, 0.0109, -0.1162, -0.1389, 0.0894, 0.0689, 0.0810, 0.0264, -0.1516, -0.1339, 0.0694, 0.0648, 0.0824, 0.0250, -0.1888, -0.1015, 0.0748, 0.0764, 0.0542, 0.0800, -0.1482, -0.1422, 0.0565, 0.0786, 0.0643, 0.0058, -0.1572, -0.1236, 0.0461, 0.0808, 0.0707, 0.0668, -0.1571, -0.1191, 0.0720, 0.0790, 0.0480, 0.0682, -0.1736, -0.1220, 0.0712, 0.0742, 0.0585, 0.0229, -0.1660, -0.1459, 0.0768, 0.0705, 0.0487, 0.0175, -0.1590, -0.1188, 0.0727, 0.0637, 0.0657, 0.0767, -0.1043, -0.1386, 0.0796, 0.0716, 0.0727, 0.0830, -0.1333, -0.1429, 0.0769, 0.0564, 0.0690, -0.0153, -0.1292, -0.1335, 0.0854, 0.0794, 0.0581, 0.0834, -0.1449, -0.1370, 0.0675, 0.0796, 0.0553, 0.0599]}